A 2-piece molecular cluster, C2H5FSi overall at a distorted geometry, computed with ωB97M-V/def2-TZVPD.

Summary:
**Molecular weight**: 76.1 g/mol
**Relative energy (zero: lowest compared OMol25 entry of this formula, charge and spin)**: 322.4 kJ/mol
**Kohn-Sham gap (alpha / beta)**: 8.18 / 8.18 eV

Geometry as ORCA input:
```
! wB97M-V def2-TZVPD RIJCOSX def2/J DEFGRID3
* xyz 0 1
C 1.1161 1.1534 -0.6242
C 1.3027 0.0665 0.1074
F -2.0007 0.2409 -0.2142
Si -1.3622 -1.0261 0.5047
H 1.9776 1.8245 -0.9674
H 0.1398 1.3617 -1.1498
H 2.2411 -0.1834 0.7245
H -1.6635 -2.0592 -0.4163
H -1.7508 -1.3784 2.0355
*
```

These are the Löwdin partial charges, in e, on atoms 1 to 4: -0.208 -0.145 -0.284 0.679